Record 1
Molecular formula: C37H37N8O3PPd
Method: DFT, ωB97M-V/def2-TZVPD

Calculated values
Kohn-Sham gap   8.175 eV
LUMO level   0.32 eV
ΔE to the lowest compared entry with this formula, charge and spin   11.07 kcal/mol

Atoms and positions in Å:
C -2.20735 3.83000 -0.88159
C 0.95728 -1.20504 4.91731
H -0.55668 -6.01415 1.58094
C 3.22211 -4.13433 -0.73953
H 0.16158 5.09961 -0.03757
H 2.22474 2.36993 0.61493
Pd -0.40463 -0.80847 0.29576
C -0.34068 -5.74088 0.55571
H -0.96883 -2.84360 -2.76117
C 0.18753 -1.11861 2.18685
H -0.05653 5.42140 -1.77102
C 2.14412 3.26964 -2.64782
C -0.23364 -1.71726 4.50026
C 4.73760 -2.59167 -1.79229
C -0.42722 5.65221 -0.77066
C -0.60767 -4.20344 -1.28170
C 0.75290 -6.17783 -1.52843
C 1.96547 2.01700 -3.22157
C 1.85690 -0.65952 3.96801
C -0.87815 -4.57581 0.03629
H 5.64185 -2.40130 -2.35607
P 1.73020 -0.44406 0.00427
H -1.30472 1.79309 -3.39868
H -3.90879 2.50628 -1.13371
C -1.83509 3.44485 -2.30224
H 1.39153 -6.79679 -2.14642
H 2.18880 4.15146 -3.27392
C 2.76995 -1.76780 -0.68009
N -1.47647 2.12733 -2.46244
C -0.61705 -1.68586 3.13341
C -3.50738 -0.64723 -0.34055
C 2.24847 3.39474 -1.27017
H 4.22423 -0.51750 -1.65999
N -1.09030 -2.98385 -1.77025
H 1.49311 -3.26046 0.18746
N -4.31313 0.03797 1.39321
C 2.41369 -3.07585 -0.35564
C -3.73584 3.53599 -0.80597
C 2.17840 2.26858 -0.46214
C 3.93609 -1.52880 -1.40208
H 4.96618 0.69892 3.64835
H -0.90963 -2.15527 5.22487
C 4.38405 -3.89223 -1.45903
C 0.47931 -6.55182 -0.22120
H 3.42476 -0.15070 5.35756
H -4.22202 4.18782 -1.53601
H -4.64400 0.99294 3.04795
C 1.89331 0.89070 -2.41811
C -1.90682 5.30788 -0.63828
H -1.57470 -2.10831 2.86655
C -1.27078 1.23950 -1.41292
C -4.36113 3.73048 0.56965
H -3.90423 3.07403 1.31239
C 3.13199 -0.15163 4.31394
H -3.32514 -0.84017 -1.38220
H 2.36992 4.37278 -0.82354
N -1.27985 1.62520 -0.15202
H -1.49002 -3.92601 0.65222
H 1.23488 -1.22807 5.96430
H 4.33372 0.63455 1.24571
C 3.99389 0.32055 3.36112
O -1.05868 0.03461 -1.73617
H 1.72627 -0.08407 -2.86079
H 0.44062 -4.72826 -3.08002
H -5.43253 3.52388 0.51777
N -2.63203 -0.90990 0.63819
H 0.89739 -7.46181 0.18791
C 2.39232 -0.16534 1.64911
N -5.20217 0.56713 2.31496
N -3.18159 -0.46061 1.75315
O -1.32886 3.37145 1.28415
H -4.24132 4.75164 0.92970
N -4.59718 -0.04537 0.11337
C 3.63091 0.29683 1.99838
H -0.26727 6.71683 -0.59536
H 1.87156 1.92106 -4.29575
H -5.73562 1.27596 1.82328
H 5.01310 -4.71852 -1.76477
H 2.93301 -5.14617 -0.48853
H -2.02844 -2.76461 -1.47719
O -1.92144 4.19197 -3.25145
C 0.21507 -5.01461 -2.05895
H -2.24092 5.55866 0.36718
H -2.48980 5.89137 -1.35335
C 2.01584 1.00960 -1.03404
C -1.52854 2.93248 0.16697
C 1.47019 -0.63532 2.61026

Cartesian forces (eV/Å) of the 6 atoms listed first:
0.033 0.011 -0.029
0.054 0.002 0.016
0.000 0.006 0.001
0.148 -0.013 0.001
-0.024 0.009 -0.007
0.006 0.013 0.003

Record 2
Molecular formula: C40H57BF9N3O11S3
Method: DFT, ωB97M-V/def2-TZVPD

Calculated values
Kohn-Sham gap   7.383 eV
SMILES   COCCCN1C(=O)c2c(O)c(CCCCn3cccc3)c(B(O)N(C)C)c(CCC(F)(F)C(F)(F)C(F)(F)C(F)(F)F)c2C1=O.O=S1(=O)CCCC1.O=S1(=O)CCCC1.O=S1(=O)CCCC1
LUMO level   0.05 eV
ΔE to the lowest compared entry with this formula, charge and spin   0.00 kcal/mol

Atoms and positions in Å:
O 0.99544 0.38351 0.09484
H 3.10303 -0.27431 -3.18172
H -2.06517 -2.84222 -4.12850
H 0.48608 -4.05856 -4.84293
C 0.59683 2.80381 5.92701
C 0.78995 2.48354 4.44858
H -11.78262 -0.74838 2.17882
H -4.95294 -1.33257 0.53124
O 8.09891 0.34124 1.83713
C -6.36556 0.94296 -0.42012
C 2.64904 -0.05182 -2.22182
C 1.22893 4.18629 6.14394
H 9.80586 1.99525 3.82690
C -2.29204 -0.17757 -6.21404
C 3.39950 -0.68381 2.79295
H 5.55173 -0.07942 -0.50374
C 3.55846 -0.66751 -1.12311
C -0.79956 -1.39934 -3.27029
O -3.73255 -2.11193 -2.31594
H 2.97028 -1.15672 -0.35485
H 10.74724 0.76368 1.92687
C -0.88021 -0.62960 -0.95597
H 2.20068 -0.50232 -6.16229
H 0.13034 3.08094 3.82011
C 1.19973 -0.46381 -2.18219
O 3.35178 1.88746 4.36573
H -9.09104 -2.22731 -0.35167
H -11.58997 -2.99266 1.20229
S 2.47055 2.99584 4.10429
H -4.70712 2.86575 -0.50658
O 1.69532 -0.20920 -5.39378
H 9.26139 0.85841 5.94482
H -4.89333 3.36157 1.16756
C -9.56756 -2.74967 0.47569
H 3.19130 1.12833 0.99922
H -0.88568 -2.25204 -5.26819
C -4.38666 -0.52970 0.06638
C -10.97339 -2.20660 0.76247
C 10.50784 0.21364 2.83343
F -3.08801 -0.58356 -7.24861
C 9.59029 0.25673 5.09907
O 9.04926 -1.93220 2.32553
C -2.37326 2.80959 -3.92305
B 1.42927 -1.30128 -4.61128
N 2.00233 -2.58320 -4.98737
F -3.30627 3.64037 -4.33196
H 3.88260 -1.76537 -5.43130
H -3.51615 -1.58158 -5.22918
H -2.98223 -0.32604 -4.18253
F -2.49412 1.89728 -7.29105
F -0.72764 1.30637 -4.57936
C -5.19874 0.15777 -1.01431
H 1.32560 4.42464 7.20204
H 2.86991 5.14606 5.04470
H -9.56083 -3.82013 0.28894
H -5.60295 -0.58149 -1.70130
H -11.46129 -1.88358 -0.15577
C 8.39049 -0.36709 4.37168
H 1.11134 2.05954 6.53836
H 2.46925 -0.16400 2.89514
C -1.65152 2.11201 -5.10029
H 0.59475 4.95138 5.69209
C 1.41240 -3.76736 -4.36001
S 8.89367 -0.53881 2.65677
H 4.86154 1.53246 1.22257
H 5.85494 -2.81588 3.33331
C 0.56470 -1.04235 -3.30791
H 4.61235 1.24842 -1.10023
C -9.88320 -1.56288 2.85122
C 4.54651 0.33392 -0.51281
H 3.38631 3.82412 6.11994
H 4.14733 -1.44380 -1.60864
C 10.36977 1.09315 4.07334
C -2.64555 -0.99022 -4.96949
F -1.02436 -0.34124 -6.63422
H 10.23664 -0.53208 5.48916
S -8.59455 -2.42091 1.95316
H -4.17184 0.19082 0.84880
C -1.54829 -1.94815 -4.46540
F -3.87886 1.46210 -5.68285
H 3.39671 -2.20974 4.37653
H 7.51437 0.27826 4.39012
C 4.19387 0.72746 0.90891
F -1.47892 3.49569 -3.22363
O -5.99541 1.74002 0.68309
H 1.34431 1.23377 -0.19686
F -1.02418 3.08378 -5.78028
F -2.90172 1.89361 -3.11427
O 2.51600 3.69013 2.84107
O -1.74203 -0.21559 1.27751
H -6.74887 1.58690 -1.21946
H 1.25974 -3.66673 -3.28317
C 5.15528 -2.05794 3.02472
H -10.38094 -0.18555 1.26791
H -10.37391 -2.29299 3.49394
N 4.32976 -0.36940 1.85266
C -5.42841 2.97069 0.30752
H 6.26768 -1.11644 1.34016
N -3.08563 -1.00756 -0.41443
H -6.18887 3.69618 0.00899
H 0.68124 1.42855 4.20713
C 5.41021 -1.20176 1.96978
H 2.09077 -4.60749 -4.49990
H -4.58421 0.84397 -1.59570
H 11.34332 1.39891 4.45380
H -0.45689 2.79255 6.20045
C -10.82309 -1.05250 1.76373
H 8.13011 -1.34887 4.75649
O -7.56061 -1.47292 1.62188
C 2.60002 4.17674 5.45560
C -1.89111 -0.54304 0.14317
C -2.59757 1.33416 -6.07778
H 11.22852 -0.58877 2.98881
H 3.86316 -3.51023 -5.37779
H -9.43424 -0.77554 3.45181
H 3.80508 -2.60091 -3.85809
C 3.46939 -2.61749 -4.89847
C -1.48196 -1.20547 -2.06582
C -2.89773 -1.51106 -1.69712
H -7.17067 0.27345 -0.13504
H 2.67963 1.03811 -2.13406
O -8.28038 -3.65870 2.61590
C 0.44641 -0.23289 -1.00651
C 3.88538 -1.73200 3.54724

Cartesian forces (eV/Å) of the 6 atoms listed first:
-0.160 0.008 -0.341
-0.161 0.074 -0.246
-0.047 -0.167 -0.028
-0.262 0.145 0.022
0.089 0.044 0.013
-0.171 -0.032 0.167

Record 3
Molecular formula: H32O16
Method: DFT, ωB97M-V/def2-TZVPD

Calculated values
Kohn-Sham gap   10.031 eV
LUMO level   -0.22 eV
ΔE to the lowest compared entry with this formula, charge and spin   245.33 kcal/mol

Atoms and positions in Å:
H 2.69962 -1.17501 1.68631
H -3.37907 0.58911 -3.10340
O 1.49713 -2.51602 -1.43176
H -0.70988 -0.77924 -2.69264
O -1.50862 -0.08079 1.43809
H 0.09043 -1.27523 0.35849
H -4.52278 2.51467 -0.84585
H 1.57018 -1.53096 -1.63116
O -1.79142 -3.59432 3.62091
O -0.33426 -0.97662 -3.63324
O 0.38626 -0.54798 -0.30827
H 3.24519 0.92323 2.39368
O -2.31512 -2.31423 -1.64329
H -0.23606 0.14602 -0.19738
H 0.60699 -2.87938 -1.54793
H 0.06653 2.71379 -1.71990
H -0.90291 4.09979 1.69098
H -1.36283 3.26812 -1.32155
H 3.10512 -3.00452 -3.16321
O 2.11521 -4.39394 3.69054
H 2.74374 1.97207 -0.96756
O -0.64427 2.80189 -1.11372
H 1.28505 3.66878 2.90630
H 1.25584 4.13767 4.34444
H -2.63038 -1.37223 -1.67790
H -1.85773 3.64870 0.63627
H -1.16768 0.50180 2.06834
O 3.57865 -2.16918 -3.45089
H 1.36256 -4.29329 4.28126
H -1.51349 -4.08281 3.03354
H 2.22851 0.97288 1.29308
H 2.22548 -3.47718 3.27716
O -3.66748 2.83862 -1.04228
O 1.82665 2.09335 -1.41467
H -2.42701 0.20691 1.22097
H 2.32818 -2.41172 0.92829
H -0.18679 -0.35115 -4.20705
O -1.86472 4.32499 1.29966
O 0.78338 3.61328 3.74575
O 2.46482 -2.04125 1.64334
H -1.99796 0.75763 -2.08385
H 2.82094 -2.09935 -4.18675
O 2.73065 1.52275 1.77661
H -1.14253 -3.57079 4.46704
H 1.93906 2.55058 -2.26722
H -2.69153 -2.90206 -2.28863
H -3.50178 3.71832 -1.24473
O -2.59987 0.25431 -2.61619

Cartesian forces (eV/Å) of the 6 atoms listed first:
0.857 3.271 -0.790
1.281 0.760 1.094
1.081 0.347 -0.196
1.173 -0.045 -3.251
-2.132 -1.104 -1.817
0.617 2.074 -1.857

Question: Which of these has the lowest Kohn-Sham gap?
Answer: C40H57BF9N3O11S3

Question: Which of these has the lowest ΔE to the lowest compared entry with this formula, charge and spin?
Answer: C40H57BF9N3O11S3